No. 1
Computed, not measured: C6H10FN in the gas phase, with ωB97M-V with the def2-TZVPD basis set.

Results
Spin multiplicity: 1
Total energy in Ha: -389.1967
SMILES string: CN1[C@H]2[C@H](F)CC[C@H]21
Molar mass in g/mol: 115.15

Each line ends with the Mulliken charge.
Positions of all 18 atoms, in Å:
1 C -2.0183 -0.4299 -0.8825  -0.73
2 N -1.4077 -0.6578 0.4108  -0.21
3 C 0.0103 -0.8767 0.6061  -0.39
4 C 1.0061 -0.4644 -0.4646  0.42
5 F 2.2897 -0.6645 0.0635  -0.36
6 C 0.7878 1.0200 -0.7673  -0.96
7 C -0.1370 1.5629 0.3582  -0.67
8 C -0.6585 0.3526 1.1083  -0.33
9 H -1.4829 0.2722 -1.5427  0.26
10 H -3.0274 -0.0369 -0.7360  0.28
11 H -2.1299 -1.3966 -1.4041  0.27
12 H 0.3005 -1.6956 1.2526  0.40
13 H 0.9543 -1.0814 -1.3647  0.28
14 H 1.7617 1.5303 -0.7861  0.38
15 H 0.3436 1.1645 -1.7646  0.30
16 H -0.9408 2.1724 -0.0462  0.32
17 H 0.4418 2.1884 1.0434  0.37
18 H -0.9170 0.4807 2.1527  0.37

No. 2
Computed, not measured: 2 unconnected molecules or ions with the total composition C6H10FN, with ωB97M-V with the def2-TZVPD basis set.

Results
Spin multiplicity: 1
Total energy in Ha: -389.0109
Molar mass in g/mol: 115.15

Each line ends with the Mulliken charge.
Positions of all 18 atoms, in Å:
1 C -1.1771 -2.6517 -0.2541  -0.87
2 C -1.3779 -1.5212 0.3464  0.20
3 C -0.1241 0.6726 -0.1567  0.47
4 C 1.1701 -0.2587 1.7686  -0.92
5 C 0.1810 1.8483 -2.2632  -0.83
6 C 0.4558 0.9676 1.0826  -0.27
7 N -0.1945 0.8316 -1.3835  -0.32
8 F -2.3544 -1.0819 1.1683  -0.25
9 H -1.7848 -3.5415 -0.1705  0.30
10 H -0.3705 -2.8123 -0.8583  0.23
11 H 1.3357 -0.1016 2.8476  0.30
12 H 0.4700 -1.0823 1.5857  0.25
13 H 2.1310 -0.5728 1.3045  0.30
14 H 0.0566 1.3291 -3.1405  0.36
15 H 1.2502 2.1810 -2.2991  0.30
16 H -0.4204 2.7929 -2.3003  0.28
17 H -0.3699 1.1297 1.9014  0.21
18 H 1.1234 1.8712 0.8211  0.26

No. 3
Computed, not measured: C6H10I2NP in the gas phase, with ωB97M-V with the def2-TZVPD basis set.

Results
Spin multiplicity: 1
Total energy in Ha: -1226.0689
SMILES string: CCC=C=C(C)NP(I)I
Molar mass in g/mol: 380.93

Each line ends with the Mulliken charge.
Positions of all 20 atoms, in Å:
1 C -2.5621 1.7707 -1.3927  -1.30
2 C -2.0696 0.5250 -0.6635  -0.15
3 C -0.7373 0.1363 -0.9110  -0.24
4 C 0.1590 -0.1198 -0.0705  -0.14
5 C 0.9300 -0.7018 0.8348  -0.05
6 C 0.8838 -2.1840 0.8407  -0.67
7 N 1.7497 -0.1691 1.8160  -0.27
8 P 3.4082 0.3330 1.6146  0.01
9 I 3.3693 2.1370 -0.0522  -0.06
10 I 4.3398 -1.5817 0.3420  -0.04
11 H -2.7937 1.6018 -2.4179  0.34
12 H -3.4568 2.1707 -0.9821  0.37
13 H -1.7797 2.5210 -1.4479  0.37
14 H -2.3080 0.7618 0.4394  0.26
15 H -2.8189 -0.2692 -0.8236  0.31
16 H -0.5226 0.0556 -2.0156  0.24
17 H 0.6170 -2.5863 1.8165  0.27
18 H 1.9075 -2.5642 0.6538  0.11
19 H 0.2675 -2.3319 -0.0456  0.27
20 H 1.4171 0.4949 2.4650  0.38

No. 4
Computed, not measured: a gas-phase ion, C6H10N (charge +1), with ωB97M-V with the def2-TZVPD basis set.

Results
Spin multiplicity: 1
Total charge: +1
Total energy in Ha: -288.9568
Molar mass in g/mol: 96.15

Each line ends with the Mulliken charge.
Positions of all 17 atoms, in Å:
1 C 3.0769 -0.1912 -0.1750  -0.35
2 C 2.1959 0.0896 0.8818  -0.12
3 C 0.4420 -0.0515 -1.2491  -0.88
4 C 1.6804 -0.2495 -0.3641  0.56
5 C -1.3621 -1.2731 0.0254  -0.84
6 C -0.9245 1.1992 0.3079  -0.78
7 N -0.8195 0.0683 -0.4167  0.06
8 H 4.0653 -0.3713 -0.5143  0.42
9 H 2.2693 0.3369 1.9705  0.40
10 H 0.6681 0.8871 -1.6577  0.38
11 H 0.4019 -0.7216 -2.1057  0.42
12 H -1.5380 -1.8811 -0.9096  0.27
13 H -0.6943 -1.7131 0.7290  0.33
14 H -2.3143 -1.1458 0.5106  0.34
15 H -0.6242 2.0453 -0.3001  0.32
16 H -2.0422 1.3804 0.6908  0.28
17 H -0.3255 1.1876 1.3270  0.20